Arrangement i

Density functional theory data (the ωB97M-V functional and the def2-TZVPD basis) for a gas-phase ion, C5H10NO2 (charge -1).

Results
Orbital gap ... 7.3 eV
SMILES ... C/C([O-])=N/[C@@H](C)CO

The geometry in ORCA input format:
```
! RIJCOSX wB97M-V def2-TZVPD def2/J DEFGRID3
* xyz -1 1
C -0.890 -1.776 2.097
C -0.217 -0.887 1.047
O 1.039 -0.834 1.005
N -1.071 -0.235 0.293
C -0.461 0.669 -0.676
C 0.425 1.765 -0.059
C 0.273 -0.133 -1.835
O 1.663 0.127 -2.061
H -1.836 -2.186 1.754
H -1.083 -1.152 2.977
H -0.234 -2.596 2.402
H -1.299 1.114 -1.174
H 1.477 1.494 -0.086
H 0.152 1.907 0.990
H 0.226 2.734 -0.521
H 0.246 -1.188 -1.591
H -0.278 0.133 -2.746
H 1.868 1.044 -1.816
*
```

For each atom in turn, the Löwdin charge in e is:
1. C -0.071
2. C -0.692
3. O -0.089
4. N 0.009
5. C -0.403
6. C -0.087
7. C -0.208
8. O -0.116
9. H 0.043
10. H 0.054
11. H 0.051
12. H 0.086
13. H 0.052
14. H 0.073
15. H 0.056
16. H 0.099
17. H 0.090
18. H 0.052

---

Arrangement ii

Density functional theory data (the ωB97M-V functional and the def2-TZVPD basis) for a gas-phase ion, C5H10NO2 (charge -1).

Results
Orbital gap ... 5.9 eV
SMILES ... CC(=O)N(C)CC[O-]

The geometry in ORCA input format:
```
! RIJCOSX wB97M-V def2-TZVPD def2/J DEFGRID3
* xyz -1 1
C 0.909 -1.559 1.553
C 0.642 -0.116 1.473
O 1.046 0.632 2.361
N -0.249 0.337 0.384
C -0.222 1.857 0.438
C 0.104 -0.085 -0.975
C -1.343 -0.365 -2.107
O -0.906 -0.476 -3.285
H 0.069 -2.195 1.741
H 1.611 -1.967 0.830
H 1.523 -1.726 2.432
H -0.573 2.115 1.414
H -0.818 2.239 -0.350
H 0.664 2.564 0.261
H 0.702 0.549 -1.586
H 0.448 -1.143 -1.163
H -1.921 0.586 -1.942
H -1.686 -1.244 -1.481
*
```

For each atom in turn, the Löwdin charge in e is:
1. C -0.034
2. C -0.472
3. O 0.019
4. N -0.086
5. C -0.103
6. C -0.191
7. C -0.528
8. O -0.298
9. H 0.077
10. H 0.078
11. H 0.069
12. H 0.055
13. H 0.050
14. H 0.102
15. H 0.056
16. H 0.086
17. H 0.059
18. H 0.061

---

Taking the most stable structure as the zero point, the relative energies in kcal/mol are arrangement i 0.0; arrangement ii 53.7.

---

Arrangement i

Density functional theory data (the ωB97M-V functional and the def2-TZVPD basis) for 2 unconnected molecules or ions with the total composition C4H9O2.

Results
Orbital gap ... 6.9 eV

The geometry in ORCA input format:
```
! RIJCOSX wB97M-V def2-TZVPD def2/J DEFGRID3
* xyz -1 1
C -1.029 0.821 1.543
C -1.663 2.113 1.138
O -0.865 3.099 1.156
O -2.693 2.120 0.439
H -1.636 0.580 2.601
H 0.012 0.861 1.579
H -1.334 0.038 0.793
C 0.714 -1.766 -1.409
C 1.548 -0.653 -0.869
H 1.391 -2.447 -2.169
H 0.391 -2.625 -0.899
H -0.207 -1.399 -1.793
H 0.980 0.216 -0.496
H 2.157 -0.241 -1.682
H 2.234 -0.716 0.067
*
```

For each atom in turn, the Löwdin charge in e is:
1. C -0.080
2. C -0.849
3. O -0.143
4. O -0.115
5. H 0.122
6. H 0.011
7. H 0.062
8. C -0.194
9. C -0.197
10. H 0.112
11. H 0.022
12. H 0.051
13. H 0.050
14. H 0.055
15. H 0.094

---

Arrangement ii

Density functional theory data (the ωB97M-V functional and the def2-TZVPD basis) for 2 unconnected molecules or ions with the total composition C4H9O2.

Results
Orbital gap ... 7.6 eV

The geometry in ORCA input format:
```
! RIJCOSX wB97M-V def2-TZVPD def2/J DEFGRID3
* xyz -1 1
C 0.990 -0.606 -1.651
C 2.075 -1.100 -0.626
O 1.648 -1.885 0.249
O 3.211 -0.633 -0.809
H 0.272 0.059 -1.189
H 0.445 -1.494 -2.006
H 1.456 -0.245 -2.567
C -0.875 0.326 1.549
C -1.744 1.149 0.590
H -0.280 0.977 2.197
H -1.378 -0.312 2.274
H -0.142 -0.289 1.033
H -1.144 1.390 -0.289
H -1.975 2.107 1.053
H -2.560 0.557 0.193
*
```

For each atom in turn, the Löwdin charge in e is:
1. C -0.052
2. C -0.810
3. O -0.114
4. O -0.102
5. H 0.016
6. H 0.053
7. H 0.045
8. C -0.163
9. C -0.169
10. H 0.060
11. H 0.055
12. H 0.035
13. H 0.040
14. H 0.052
15. H 0.056

---

Taking the most stable structure as the zero point, the relative energies in kcal/mol are arrangement i 35.9; arrangement ii 0.0.

---

Arrangement i

Density functional theory data (the ωB97M-V functional and the def2-TZVPD basis) for 2 unconnected molecules or ions with the total composition C4H9O2.

Results
Orbital gap ... 7.6 eV

The geometry in ORCA input format:
```
! RIJCOSX wB97M-V def2-TZVPD def2/J DEFGRID3
* xyz -1 1
C 1.752 1.457 -0.441
C 1.330 2.912 -0.617
H 2.789 1.418 0.172
H 1.067 0.758 0.118
H 1.973 1.063 -1.367
H 0.919 3.126 0.381
H 2.165 3.689 -0.959
H 0.605 3.004 -1.440
C -0.902 -1.204 -1.092
C -0.831 -1.243 0.538
O -0.521 -2.323 1.058
O -1.342 -0.270 1.096
H -0.454 -2.200 -1.416
H -0.311 -0.413 -1.623
H -1.941 -1.224 -1.427
*
```

For each atom in turn, the Löwdin charge in e is:
1. C -0.195
2. C -0.198
3. H 0.103
4. H 0.068
5. H 0.008
6. H 0.058
7. H 0.091
8. H 0.050
9. C -0.063
10. C -0.826
11. O -0.106
12. O -0.106
13. H 0.052
14. H 0.031
15. H 0.033

---

Arrangement ii

Density functional theory data (the ωB97M-V functional and the def2-TZVPD basis) for a gas-phase ion, C4H9O2 (charge -1).

Results
Orbital gap ... 7.0 eV
SMILES ... [O-]CCCCO

The geometry in ORCA input format:
```
! RIJCOSX wB97M-V def2-TZVPD def2/J DEFGRID3
* xyz -1 1
O -1.081 1.585 -0.494
C -1.501 0.605 0.385
C -0.316 -0.115 1.089
C 0.583 -1.004 0.216
C 0.919 -0.387 -1.143
O 1.662 0.849 -0.959
H -2.145 -0.155 -0.098
H -2.037 1.143 1.194
H 0.273 0.776 1.369
H -0.570 -0.567 2.058
H 0.112 -1.936 -0.071
H 1.568 -1.142 0.715
H 1.593 -1.042 -1.705
H 0.060 -0.054 -1.660
H 0.880 1.444 -0.895
*
```

For each atom in turn, the Löwdin charge in e is:
1. O -0.386
2. C -0.490
3. C -0.227
4. C -0.211
5. C -0.285
6. O -0.142
7. H 0.076
8. H 0.072
9. H 0.097
10. H 0.082
11. H 0.087
12. H 0.104
13. H 0.098
14. H 0.079
15. H 0.045

---

Arrangement iii

Density functional theory data (the ωB97M-V functional and the def2-TZVPD basis) for 2 unconnected molecules or ions with the total composition C4H9O2.

Results
Orbital gap ... 7.7 eV

The geometry in ORCA input format:
```
! RIJCOSX wB97M-V def2-TZVPD def2/J DEFGRID3
* xyz -1 1
C 1.146 1.653 0.512
C -0.337 1.399 0.864
O -0.997 0.757 0.007
O -0.779 1.967 1.889
H 1.422 1.132 -0.399
H 1.859 1.538 1.327
H 1.149 2.722 0.275
C -0.098 -2.903 -1.858
C 0.618 -2.020 -0.800
H -1.164 -2.704 -1.833
H 0.302 -2.712 -2.847
H 0.009 -3.951 -1.565
H 1.133 -1.216 -1.317
H -0.187 -1.516 -0.260
H 1.222 -2.465 -0.035
*
```

For each atom in turn, the Löwdin charge in e is:
1. C -0.062
2. C -0.802
3. O -0.121
4. O -0.117
5. H 0.036
6. H 0.049
7. H 0.055
8. C -0.164
9. C -0.163
10. H 0.054
11. H 0.046
12. H 0.047
13. H 0.050
14. H 0.044
15. H 0.047

---

Arrangement iv

Density functional theory data (the ωB97M-V functional and the def2-TZVPD basis) for 2 unconnected molecules or ions with the total composition C4H9O2.

Results
Orbital gap ... 7.1 eV

The geometry in ORCA input format:
```
! RIJCOSX wB97M-V def2-TZVPD def2/J DEFGRID3
* xyz -1 1
C -0.694 2.095 -1.874
C 0.236 1.751 -3.046
H -0.516 1.587 -0.934
H -0.580 3.158 -1.640
H -1.723 1.918 -2.179
H 0.509 2.581 -3.694
H -0.307 1.000 -3.599
H 1.176 1.254 -2.801
C -0.511 -1.506 0.259
C 0.157 -1.039 1.601
O 1.415 -1.141 1.507
O -0.444 -0.615 2.598
H -1.089 -2.416 0.450
H 0.374 -1.888 -0.241
H -0.995 -0.698 -0.282
*
```

For each atom in turn, the Löwdin charge in e is:
1. C -0.160
2. C -0.170
3. H 0.054
4. H 0.055
5. H 0.057
6. H 0.052
7. H 0.046
8. H 0.061
9. C -0.056
10. C -0.804
11. O -0.152
12. O -0.105
13. H 0.049
14. H 0.040
15. H 0.032

---

Taking the most stable structure as the zero point, the relative energies in kcal/mol are arrangement i 13.8; arrangement ii 39.3; arrangement iii 0.0; arrangement iv 5.7.

---

Arrangement i

Density functional theory data (the ωB97M-V functional and the def2-TZVPD basis) for 2 unconnected molecules or ions with the total composition C4H11NOS.

Results
Orbital gap (spin up / spin down) ... 7.5 / 7.5 eV

The geometry in ORCA input format:
```
! RIJCOSX wB97M-V def2-TZVPD def2/J DEFGRID3
* xyz 0 1
C 1.415 1.469 0.535
C 0.381 -0.778 1.035
C 1.208 -0.250 -1.331
C 0.873 0.166 0.058
N -2.822 -1.022 -0.292
O -1.181 0.958 -0.584
S -2.219 0.475 0.372
H 0.765 1.903 1.293
H 2.405 1.318 0.980
H 1.519 2.176 -0.285
H -0.738 -0.578 1.162
H 0.796 -0.625 2.027
H 0.474 -1.814 0.723
H 0.923 0.529 -2.035
H 2.287 -0.404 -1.424
H 0.697 -1.171 -1.603
H -3.329 -1.514 0.434
H -3.452 -0.836 -1.065
*
```

For each atom in turn, the Löwdin charge in e is:
1. C -0.059
2. C -0.104
3. C -0.063
4. C -0.363
5. N -0.286
6. O -0.612
7. S 0.748
8. H 0.090
9. H 0.096
10. H 0.086
11. H -0.009
12. H 0.094
13. H 0.094
14. H 0.084
15. H 0.093
16. H 0.087
17. H 0.014
18. H 0.012

---

Arrangement ii

Density functional theory data (the ωB97M-V functional and the def2-TZVPD basis) for a single C4H11NOS molecule.

Results
Orbital gap ... 9.7 eV
SMILES ... N[C@@H](CO)CCS

The geometry in ORCA input format:
```
! RIJCOSX wB97M-V def2-TZVPD def2/J DEFGRID3
* xyz 0 1
N -1.423 0.797 -1.025
C -0.483 0.141 -0.116
C -0.934 -1.283 0.272
O -1.713 -1.145 1.460
C 0.913 0.140 -0.758
C 1.853 1.186 -0.222
S 2.213 1.005 1.592
H -1.797 0.143 -1.704
H -2.221 1.195 -0.548
H -0.527 0.663 0.834
H -0.066 -1.923 0.455
H -1.562 -1.734 -0.507
H -1.951 -1.991 1.841
H 1.373 -0.835 -0.633
H 0.775 0.251 -1.833
H 1.426 2.180 -0.278
H 2.820 1.138 -0.712
H 1.304 0.071 1.884
*
```

For each atom in turn, the Löwdin charge in e is:
1. N 0.040
2. C -0.403
3. C -0.222
4. O -0.072
5. C -0.248
6. C -0.517
7. S 0.685
8. H 0.070
9. H 0.073
10. H 0.117
11. H 0.110
12. H 0.118
13. H 0.082
14. H 0.098
15. H 0.113
16. H 0.062
17. H 0.061
18. H -0.169

---

Taking the most stable structure as the zero point, the relative energies in kcal/mol are arrangement i 40.8; arrangement ii 0.0.

---

Arrangement i

Density functional theory data (the ωB97M-V functional and the def2-TZVPD basis) for a single C7H9Cl molecule.

Results
Orbital gap ... 9.5 eV
SMILES ... C#C[C@@]1(Cl)CC1(C)C

The geometry in ORCA input format:
```
! RIJCOSX wB97M-V def2-TZVPD def2/J DEFGRID3
* xyz 0 1
C 2.159 -2.025 -1.630
C 1.049 -1.886 -1.155
C -0.215 -1.471 -0.568
Cl -1.646 -2.395 -1.101
C -0.023 -1.112 1.184
C -0.239 -0.077 0.166
C -1.661 0.593 0.173
C 0.813 0.858 -0.221
H 3.152 -2.394 -1.805
H -0.902 -1.444 1.653
H 0.920 -1.477 1.629
H -1.806 0.684 1.310
H -2.374 -0.162 -0.161
H -1.965 1.468 -0.333
H 0.823 1.575 0.594
H 0.543 1.476 -1.144
H 1.755 0.373 -0.575
*
```

For each atom in turn, the Löwdin charge in e is:
1. C 0.111
2. C -0.185
3. C -0.635
4. Cl 0.637
5. C 0.035
6. C -0.581
7. C -0.029
8. C -0.062
9. H 0.032
10. H 0.073
11. H 0.119
12. H 0.109
13. H 0.030
14. H 0.060
15. H 0.091
16. H 0.115
17. H 0.080

---

Arrangement ii

Density functional theory data (the ωB97M-V functional and the def2-TZVPD basis) for a molecular structure, C7H9Cl.

Results
Orbital gap ... 9.8 eV

The geometry in ORCA input format:
```
! RIJCOSX wB97M-V def2-TZVPD def2/J DEFGRID3
* xyz 0 1
C 0.750 -0.144 -0.025
C -0.065 -1.260 -0.067
C -1.527 -1.000 0.224
C -1.676 0.170 1.077
C -1.401 0.989 -0.184
C -1.863 -0.111 -1.037
C 0.167 1.286 -0.037
H 0.525 -2.056 -0.141
H -1.926 -2.151 0.323
H -1.083 0.348 1.966
H -2.769 0.010 1.482
H -1.611 2.044 -0.108
H -2.990 -0.098 -1.146
H -1.428 -0.235 -2.056
H 0.358 1.835 0.831
H 0.373 1.821 -0.978
Cl 2.602 -0.064 0.007
*
```

For each atom in turn, the Löwdin charge in e is:
1. C -0.548
2. C -0.061
3. C -0.299
4. C -0.152
5. C -0.304
6. C -0.104
7. C -0.157
8. H 0.054
9. H 0.189
10. H 0.118
11. H 0.153
12. H 0.129
13. H 0.129
14. H 0.130
15. H 0.089
16. H 0.121
17. Cl 0.514

---

Taking the most stable structure as the zero point, the relative energies in kcal/mol are arrangement i 11.1; arrangement ii 0.0.